# 1
{
  "formula": "C29H31BrFN5O3S",
  "method": "ωB97M-V with the def2-TZVPD basis set",
  "smiles": "O=S1(=O)C[C@H](Br)[C@@H](F)CO1.c1ccncc1.c1ccncc1.c1ccncc1.c1ccncc1.c1ccncc1",
  "largest_force_ev_per_a": 0.2,
  "homo_energy_ev": -9.4,
  "spin_multiplicity": 1,
  "lumo_energy_ev": 0.424,
  "total_charge": 0,
  "orbital_gap_ev": 9.8,
  "elements": ["O", "S", "O", "C", "C", "Br", "C", "F", "C", "O", "H", "H", "H", "H", "H", "H", "C", "C", "C", "N", "C", "C", "H", "H", "H", "H", "H", "C", "C", "C", "N", "C", "C", "H", "H", "H", "H", "H", "C", "C", "C", "N", "C", "C", "H", "H", "H", "H", "H", "C", "C", "C", "N", "C", "C", "H", "H", "H", "H", "H", "C", "C", "C", "N", "C", "C", "H", "H", "H", "H", "H"],
  "positions_angstrom": [[-0.0252, -3.8001, -2.4606], [-0.3887, -2.4575, -2.1472], [-1.6759, -2.1442, -1.6172], [-0.1072, -1.4493, -3.5809], [1.3553, -1.3663, -4.0167], [1.7831, -2.7014, -5.3679], [2.3334, -1.4481, -2.8500], [3.3870, -0.5747, -3.1031], [1.7137, -0.9939, -1.5357], [0.6733, -1.8861, -1.1130], [-0.7147, -1.9363, -4.3446], [-0.5263, -0.4638, -3.3741], [1.5188, -0.4135, -4.5185], [2.7592, -2.4469, -2.7476], [1.3238, 0.0254, -1.6264], [2.4665, -1.0285, -0.7479], [-3.9210, -1.1641, 2.4028], [-3.5353, -0.3027, 3.4190], [-2.3093, 0.3346, 3.3100], [-1.4753, 0.1684, 2.2830], [-1.8608, -0.6640, 1.3166], [-3.0676, -1.3495, 1.3279], [-4.8716, -1.6799, 2.4544], [-4.1744, -0.1340, 4.2743], [-1.9788, 1.0192, 4.0852], [-1.1722, -0.7929, 0.4901], [-3.3147, -2.0078, 0.5063], [-3.9813, -3.7563, 7.3756], [-3.5577, -2.4415, 7.4860], [-4.2653, -1.4614, 6.8073], [-5.3330, -1.7108, 6.0523], [-5.7306, -2.9775, 5.9574], [-5.0924, -4.0313, 6.5951], [-3.4547, -4.5514, 7.8873], [-2.6950, -2.1765, 8.0818], [-3.9585, -0.4225, 6.8703], [-6.6034, -3.1588, 5.3396], [-5.4611, -5.0412, 6.4780], [3.2529, 3.2152, -5.2753], [2.8115, 4.0076, -6.3217], [2.3723, 3.3864, -7.4827], [2.3495, 2.0665, -7.6482], [2.7778, 1.3167, -6.6346], [3.2371, 1.8378, -5.4331], [3.6050, 3.6620, -4.3542], [2.8059, 5.0865, -6.2464], [2.0207, 3.9779, -8.3209], [2.7560, 0.2427, -6.7943], [3.5770, 1.1767, -4.6471], [-2.3954, 3.4017, 1.5451], [-1.9923, 4.7267, 1.5949], [-2.7164, 5.6670, 0.8764], [-3.7828, 5.3689, 0.1372], [-4.1603, 4.0924, 0.0992], [-3.5051, 3.0774, 0.7810], [-1.8676, 2.6277, 2.0844], [-1.1324, 5.0300, 2.1772], [-2.4276, 6.7125, 0.8943], [-5.0319, 3.8720, -0.5078], [-3.8549, 2.0548, 0.7157], [7.2964, -1.1212, 0.2660], [6.5242, -0.3228, -0.5623], [5.1453, -0.4518, -0.4977], [4.5192, -1.3074, 0.3067], [5.2727, -2.0722, 1.0946], [6.6580, -2.0131, 1.1136], [8.3764, -1.0526, 0.2500], [6.9750, 0.3814, -1.2479], [4.5099, 0.1591, -1.1282], [4.7420, -2.7628, 1.7401], [7.2196, -2.6564, 1.7770]],
  "lowdin_charge": [-0.2477, 0.6032, -0.2615, -0.2441, -0.6456, 0.7632, -0.3559, -0.0232, -0.1231, -0.2153, 0.1034, 0.1223, 0.0807, 0.1477, 0.1479, 0.1030, -0.0706, -0.0736, -0.1755, 0.0483, -0.1441, -0.0620, 0.1050, 0.0781, 0.1034, 0.0810, 0.0953, -0.0787, -0.0699, -0.1652, 0.0501, -0.1533, -0.0727, 0.1052, 0.1014, 0.1032, 0.1030, 0.1009, -0.0779, -0.0741, -0.1547, 0.0563, -0.1572, -0.0760, 0.1051, 0.1007, 0.1030, 0.0916, 0.0825, -0.0763, -0.0736, -0.1640, 0.0468, -0.1591, -0.0670, 0.0722, 0.0987, 0.0996, 0.1007, 0.0974, -0.0753, -0.0627, -0.1534, 0.0520, -0.1416, -0.0696, 0.1063, 0.1036, 0.0923, 0.1069, 0.1020]
}

=====

# 2
{
  "formula": "C3H8N4",
  "method": "ωB97M-V with the def2-TZVPD basis set",
  "largest_force_ev_per_a": 7.5,
  "homo_energy_ev": -9.2,
  "spin_multiplicity": 1,
  "lumo_energy_ev": 0.920,
  "total_charge": 0,
  "orbital_gap_ev": 10.1,
  "elements": ["C", "C", "C", "H", "H", "H", "H", "H", "H", "H", "H", "N", "N", "N", "N"],
  "positions_angstrom": [[-0.8686, 1.3473, 0.0716], [-1.3163, 0.0229, -0.0990], [1.7426, -0.4250, -0.3542], [-1.8589, 1.8258, 0.2781], [-0.1507, 1.6436, -0.6852], [-0.3088, 1.4903, 1.0822], [-2.4921, -1.3551, -0.3022], [-0.7627, -2.1828, 0.1248], [0.8299, -0.0187, 1.2933], [1.7679, -1.1089, -1.3268], [2.9352, 0.8603, -0.6971], [-2.5811, -0.2834, -0.0172], [-0.3473, -1.2015, -0.1063], [0.9423, -1.1831, 0.6175], [2.4687, 0.5683, 0.1205]],
  "nbo_charge": [-0.7192, 0.4306, 0.2318, 0.2799, 0.2563, 0.2374, 0.3228, 0.3887, 0.3353, 0.1976, 0.3421, -0.6319, -0.5708, -0.4378, -0.6628]
}

=====

# 3
{
  "formula": "CHF2IO",
  "method": "ωB97M-V with the def2-TZVPD basis set",
  "smiles": "O=C(F)I.F",
  "largest_force_ev_per_a": 3.1,
  "homo_energy_ev": -11.1,
  "spin_multiplicity": 1,
  "lumo_energy_ev": -0.539,
  "total_charge": 0,
  "orbital_gap_ev": 10.6,
  "elements": ["O", "C", "F", "I", "F", "H"],
  "positions_angstrom": [[1.1833, 1.0674, -0.2540], [2.3216, 1.0722, 0.0360], [2.7916, 2.0848, 0.6907], [3.6560, -0.4805, 0.0637], [-0.3133, -0.6856, 0.5631], [0.2306, 0.0501, 0.1277]],
  "nbo_charge": [-0.5647, 0.7297, -0.2981, 0.1996, -0.6141, 0.5476]
}

=====

# 4
{
  "formula": "C3H6OS",
  "method": "ωB97M-V with the def2-TZVPD basis set",
  "smiles": "C=CC.O=S",
  "largest_force_ev_per_a": 4.2,
  "homo_energy_ev": [-8.6, -8.6],
  "spin_multiplicity": 1,
  "lumo_energy_ev": [-1.104, -1.109],
  "total_charge": 0,
  "orbital_gap_ev": [7.5, 7.5],
  "elements": ["C", "C", "C", "H", "H", "H", "H", "H", "H", "O", "S"],
  "positions_angstrom": [[-0.9291, 0.0348, 0.8022], [-0.5366, -0.5940, -0.2599], [0.0213, 0.1620, -1.4326], [-1.2163, -0.5288, 1.7400], [-1.1887, 1.1117, 0.8699], [-0.2328, -1.7167, -0.2973], [0.3836, 1.2078, -1.1310], [-0.8194, 0.3885, -2.0645], [0.7832, -0.3904, -2.0062], [2.0330, 0.8769, 1.9560], [1.7017, -0.5519, 1.8235]],
  "nbo_charge": [-0.4184, -0.1790, -0.6651, 0.2045, 0.2101, 0.2062, 0.2202, 0.2230, 0.2222, -0.7208, 0.6970]
}